1.
{"formula": "C29H39N7O4SScSi", "method": "ωB97M-V/def2-TZVPD", "species": ["Sc", "N", "C", "C", "N", "C", "C", "N", "C", "C", "N", "H", "H", "H", "H", "H", "H", "H", "H", "H", "H", "H", "H", "H", "H", "H", "H", "H", "H", "C", "C", "N", "C", "C", "N", "C", "O", "O", "C", "O", "O", "H", "H", "H", "H", "H", "C", "C", "C", "C", "C", "C", "Si", "C", "C", "C", "C", "C", "C", "H", "H", "H", "H", "H", "H", "H", "H", "H", "H", "H", "S", "C", "N", "C", "C", "C", "C", "H", "H", "H", "H", "H"], "xyz": [[0.316, -1.715, -1.009], [-1.879, -1.240, -0.407], [-2.440, -2.033, 0.705], [-1.691, -3.349, 0.784], [-0.223, -3.132, 0.831], [0.472, -4.438, 0.725], [0.818, -4.760, -0.712], [1.620, -3.640, -1.248], [0.150, -2.459, 2.098], [1.528, -1.835, 2.006], [1.590, -0.981, 0.800], [-2.175, -0.269, -0.328], [-2.314, -1.594, -1.260], [-3.507, -2.216, 0.566], [-2.335, -1.443, 1.614], [-1.908, -3.962, -0.094], [-2.009, -3.918, 1.667], [-0.135, -5.230, 1.174], [1.395, -4.381, 1.305], [-0.073, -4.842, -1.334], [1.353, -5.711, -0.766], [1.690, -3.744, -2.258], [2.571, -3.655, -0.891], [0.091, -3.169, 2.932], [-0.548, -1.645, 2.268], [2.320, -2.583, 1.933], [1.708, -1.254, 2.913], [2.553, -0.901, 0.495], [1.199, -0.055, 1.033], [0.493, 2.471, -1.800], [-0.145, 1.405, -2.611], [-0.120, 0.103, -2.403], [-0.801, -0.481, -3.458], [-1.268, 0.484, -4.295], [-0.837, 1.672, -3.745], [-2.221, 0.396, -5.442], [-1.872, 1.094, -6.544], [-3.254, -0.187, -5.364], [-0.799, -1.965, -3.657], [-0.878, -2.436, -4.760], [-0.620, -2.631, -2.530], [1.116, 2.022, -1.031], [-0.251, 3.077, -1.286], [1.098, 3.118, -2.438], [-1.058, 2.599, -4.076], [-0.932, 1.316, -6.525], [-5.434, 1.006, 2.468], [-4.543, 0.676, 3.481], [-3.176, 0.797, 3.281], [-2.644, 1.272, 2.077], [-3.566, 1.608, 1.079], [-4.934, 1.471, 1.260], [-0.795, 1.264, 1.656], [0.292, 2.095, 2.980], [1.357, 2.899, 2.556], [2.278, 3.435, 3.441], [2.161, 3.190, 4.803], [1.115, 2.399, 5.252], [0.204, 1.859, 4.355], [-6.500, 0.911, 2.624], [-4.916, 0.317, 4.432], [-2.514, 0.506, 4.089], [-3.204, 2.015, 0.138], [-5.614, 1.747, 0.462], [-0.757, 2.359, 0.613], [1.455, 3.128, 1.496], [3.078, 4.069, 3.075], [2.866, 3.619, 5.502], [1.004, 2.200, 6.311], [-0.592, 1.237, 4.748], [2.911, -1.095, -2.226], [3.399, 0.536, -2.098], [3.423, 1.276, -3.240], [3.813, 2.571, -3.326], [4.197, 3.237, -2.202], [4.199, 2.528, -0.989], [3.820, 1.211, -0.936], [3.158, 0.779, -4.082], [3.796, 3.006, -4.314], [4.505, 4.269, -2.261], [4.513, 3.024, -0.080], [3.858, 0.674, -0.002]], "lowdin_charge": [0.9441, -0.0179, -0.1963, -0.1546, -0.2208, -0.1617, -0.1969, -0.0654, -0.1764, -0.2014, -0.0704, 0.0582, 0.0961, 0.1370, 0.0841, 0.1311, 0.1401, 0.1383, 0.1212, 0.1161, 0.1312, 0.0886, 0.0901, 0.1436, 0.0723, 0.1123, 0.1289, 0.0285, -0.0137, -0.0103, -0.3233, 0.0754, -0.1362, -0.0750, 0.1894, -0.4540, 0.1392, 0.1853, -0.5464, 0.1429, -0.1527, 0.0573, 0.0716, 0.0825, 0.1833, 0.1185, -0.0964, -0.0921, -0.1256, -0.3791, -0.1578, -0.0960, 0.7171, -0.3628, -0.1574, -0.1093, -0.1022, -0.0953, -0.1179, 0.1005, 0.1024, 0.0813, 0.0826, 0.1008, -0.0613, 0.0726, 0.0936, 0.0988, 0.1019, 0.0783, 0.6767, -0.7112, 0.0651, -0.0562, -0.0361, -0.0164, -0.0718, 0.1480, 0.1387, 0.1209, 0.1267, 0.1054], "energy_ev": -88739.49578, "charge": 1, "homo_ev": -8.1, "lumo_ev": -3.50, "e_above_lowest_kj_mol": 246.49, "orbital_gap_ha": 0.1696}

2.
{"formula": "C29H40BClN6O3Sr", "method": "ωB97M-V/def2-TZVPD", "species": ["Sr", "C", "C", "C", "C", "C", "C", "N", "N", "B", "N", "C", "C", "C", "N", "C", "C", "C", "N", "C", "C", "C", "N", "C", "C", "C", "H", "H", "H", "H", "H", "H", "H", "H", "H", "H", "H", "H", "H", "H", "H", "H", "H", "H", "H", "H", "H", "H", "H", "H", "H", "H", "H", "H", "Cl", "C", "C", "C", "C", "O", "C", "C", "O", "C", "H", "H", "H", "H", "C", "C", "C", "O", "C", "H", "H", "H", "H", "H", "H", "H", "H"], "xyz": [[0.041, -0.200, 0.057], [-2.319, 2.991, 1.804], [-1.444, 2.169, 2.755], [-1.427, 2.777, 4.157], [-1.920, 0.751, 2.752], [-2.866, 0.114, 3.564], [-2.916, -1.179, 3.086], [-2.057, -1.286, 2.063], [-1.453, -0.113, 1.860], [-1.800, -2.501, 1.170], [-2.299, -2.170, -0.239], [-3.281, -2.793, -0.902], [-3.561, -2.067, -2.040], [-2.676, -0.982, -1.990], [-1.920, -1.077, -0.902], [-2.560, 0.174, -2.933], [-3.371, -0.068, -4.202], [-3.019, 1.442, -2.210], [-0.300, -2.823, 1.130], [0.238, -4.026, 0.888], [1.590, -3.953, 1.149], [1.798, -2.632, 1.571], [0.645, -1.974, 1.533], [3.027, -2.001, 2.151], [4.117, -1.736, 1.110], [3.564, -2.901, 3.267], [-1.901, 3.985, 1.667], [-3.330, 3.082, 2.196], [-2.359, 2.500, 0.834], [-0.423, 2.170, 2.350], [-2.437, 2.892, 4.543], [-0.955, 3.757, 4.133], [-0.868, 2.141, 4.840], [-3.434, 0.526, 4.374], [-3.509, -2.007, 3.420], [-2.400, -3.451, 1.566], [-3.710, -3.706, -0.536], [-4.295, -2.289, -2.787], [-1.504, 0.306, -3.191], [-4.435, -0.053, -3.973], [-3.119, -1.031, -4.641], [-3.165, 0.703, -4.940], [-4.045, 1.333, -1.861], [-2.970, 2.298, -2.880], [-2.361, 1.614, -1.360], [-0.362, -4.856, 0.566], [2.313, -4.738, 1.048], [2.718, -1.041, 2.579], [4.337, -2.633, 0.534], [5.027, -1.416, 1.611], [3.811, -0.945, 0.433], [3.927, -3.836, 2.847], [2.780, -3.129, 3.987], [4.388, -2.420, 3.790], [2.788, 6.863, -0.269], [1.940, 5.353, -0.325], [0.592, 5.339, -0.717], [-0.096, 4.165, -0.784], [0.511, 2.909, -0.467], [-0.134, 1.826, -0.559], [1.892, 2.958, -0.060], [2.584, 1.762, 0.266], [2.132, 0.617, 0.270], [2.577, 4.190, 0.000], [0.113, 6.271, -0.972], [-1.134, 4.155, -1.084], [3.656, 1.901, 0.525], [3.614, 4.210, 0.305], [2.439, -0.929, -3.882], [3.158, -1.398, -2.618], [2.002, -2.002, -1.833], [0.934, -1.100, -2.032], [1.022, -0.617, -3.367], [2.402, -1.725, -4.625], [2.913, -0.061, -4.338], [3.557, -0.538, -2.080], [3.963, -2.103, -2.813], [2.192, -2.079, -0.766], [1.742, -2.996, -2.232], [0.817, 0.458, -3.347], [0.271, -1.121, -3.990]], "lowdin_charge": [1.5991, -0.0512, -0.3603, -0.0644, -0.2740, -0.0006, -0.0547, -0.0295, -0.0412, -0.5376, -0.0370, -0.0599, -0.0043, -0.2725, -0.0320, -0.3614, -0.0719, -0.0523, -0.0478, -0.0533, -0.0115, -0.3068, -0.0328, -0.3581, -0.0614, -0.0633, 0.0763, 0.0858, 0.0599, 0.1297, 0.0759, 0.0782, 0.0809, 0.0992, 0.1187, 0.1244, 0.1175, 0.0973, 0.1128, 0.0820, 0.0772, 0.0775, 0.0913, 0.0814, 0.0388, 0.1254, 0.1046, 0.1372, 0.0855, 0.0801, 0.0437, 0.0766, 0.0847, 0.0762, 0.6475, -0.6843, -0.0913, -0.0035, -0.3639, -0.2878, -0.1280, -0.1862, -0.1781, -0.0670, 0.1059, 0.1149, 0.1381, 0.1122, -0.1405, -0.1430, -0.1982, -0.2803, -0.1755, 0.1117, 0.1125, 0.1111, 0.1182, 0.0828, 0.1428, 0.1253, 0.1263], "energy_ev": -59844.93306, "homo_ev": -7.9, "lumo_ev": 0.02, "e_above_lowest_kj_mol": 101.08, "orbital_gap_ha": 0.2918}

3.
{"formula": "C29H40ClF16N2O7P", "method": "ωB97M-V/def2-TZVPD", "species": ["C", "C", "C", "C", "C", "C", "C", "C", "C", "C", "C", "C", "O", "C", "C", "O", "C", "C", "N", "C", "O", "O", "Cl", "P", "N", "O", "C", "C", "H", "H", "H", "H", "H", "H", "H", "H", "H", "H", "H", "H", "H", "H", "H", "H", "H", "H", "H", "H", "H", "H", "H", "H", "H", "H", "H", "H", "H", "H", "H", "H", "F", "C", "F", "C", "F", "F", "C", "O", "C", "F", "F", "C", "F", "F", "H", "H", "H", "H", "F", "C", "F", "C", "F", "F", "C", "O", "C", "F", "F", "C", "F", "F", "H", "H", "H", "H"], "xyz": [[8.279, 0.914, 1.740], [7.527, 0.862, 0.374], [8.147, 2.003, -0.499], [6.066, 1.238, 0.695], [7.731, -0.562, -0.173], [6.808, -1.035, -1.318], [7.445, -2.364, -1.873], [6.719, -0.084, -2.521], [5.404, -1.460, -0.845], [4.267, -1.144, -1.560], [3.029, -1.502, -1.093], [2.859, -2.184, 0.093], [1.606, -2.509, 0.574], [0.793, -1.326, 0.646], [-0.417, -1.523, 1.543], [-1.423, -2.159, 0.767], [-2.730, -1.981, 1.293], [-3.709, -1.733, 0.151], [-3.927, -0.294, -0.158], [-4.948, -0.283, -1.161], [-6.089, -0.641, -0.977], [-4.537, 0.223, -2.400], [-5.544, -0.336, -3.642], [-4.604, 0.578, 1.223], [-3.206, 1.321, 1.887], [-5.527, 1.841, 0.661], [3.988, -2.532, 0.777], [5.232, -2.177, 0.317], [8.403, 1.948, 2.075], [9.252, 0.412, 1.678], [7.667, 0.357, 2.461], [7.504, 2.883, -0.411], [8.351, 1.733, -1.534], [9.104, 2.295, -0.047], [5.414, 1.146, -0.179], [5.687, 0.500, 1.418], [5.980, 2.209, 1.189], [7.660, -1.293, 0.639], [8.763, -0.618, -0.553], [8.230, -2.087, -2.587], [6.687, -2.991, -2.347], [7.926, -2.900, -1.047], [6.161, 0.834, -2.321], [7.740, 0.151, -2.845], [6.271, -0.611, -3.370], [4.304, -0.588, -2.489], [2.140, -1.231, -1.656], [0.383, -1.128, -0.353], [1.370, -0.440, 0.934], [-0.770, -0.513, 1.809], [-0.178, -2.047, 2.478], [-2.777, -1.245, 2.100], [-3.019, -2.944, 1.744], [-4.637, -2.293, 0.316], [-3.246, -2.174, -0.741], [-2.800, 2.010, 1.253], [-3.464, 1.782, 2.755], [-5.047, 2.302, -0.050], [3.919, -3.089, 1.708], [6.107, -2.461, 0.894], [-0.174, -1.989, -6.280], [-1.514, -2.096, -6.251], [-1.935, -2.128, -7.539], [-2.175, -0.918, -5.530], [-1.930, 0.237, -6.183], [-3.524, -1.130, -5.604], [-1.835, -0.738, -4.035], [-0.854, 0.238, -3.686], [0.490, -0.088, -3.663], [0.672, -1.409, -3.827], [0.940, 0.211, -2.421], [1.292, 0.738, -4.671], [0.864, 0.519, -5.927], [2.598, 0.384, -4.615], [-1.786, -3.046, -5.781], [-2.744, -0.356, -3.581], [-1.647, -1.691, -3.539], [1.203, 1.805, -4.453], [-9.026, 3.813, 5.921], [-9.855, 3.576, 4.887], [-11.117, 3.618, 5.378], [-9.605, 2.209, 4.245], [-9.854, 1.221, 5.131], [-10.524, 2.077, 3.247], [-8.223, 1.974, 3.600], [-7.258, 1.245, 4.354], [-6.423, 1.886, 5.248], [-6.545, 3.221, 5.147], [-5.157, 1.589, 4.867], [-6.623, 1.387, 6.681], [-7.880, 1.616, 7.100], [-5.786, 2.047, 7.515], [-9.748, 4.379, 4.153], [-8.416, 1.332, 2.741], [-7.804, 2.889, 3.182], [-6.422, 0.316, 6.748]], "lowdin_charge": [-0.0723, -0.5519, -0.0433, -0.0543, -0.1212, -0.4614, -0.0336, -0.0626, -0.2041, -0.0214, -0.0044, -0.2920, -0.0328, -0.1567, -0.1779, -0.1346, -0.2182, -0.1843, -0.1763, -0.6692, 0.0623, -0.4591, 0.7983, 0.8525, -0.1499, -0.2778, 0.0018, -0.0378, 0.0814, 0.0840, 0.0795, 0.0793, 0.0581, 0.0730, 0.0750, 0.0822, 0.0857, 0.1044, 0.1335, 0.0815, 0.0898, 0.0829, 0.0846, 0.0815, 0.0878, 0.1034, 0.0895, 0.1138, 0.1399, 0.1163, 0.1362, 0.0874, 0.1300, 0.1229, 0.1327, 0.0442, 0.0231, 0.0595, 0.1246, 0.1145, 0.0994, -0.3049, 0.0943, -0.4322, 0.1355, 0.0510, -0.0367, 0.0507, -0.5278, 0.1524, 0.1195, -0.2804, 0.1072, 0.0965, 0.1736, 0.0990, 0.1491, 0.1767, 0.0974, -0.3069, 0.0949, -0.4401, 0.1333, 0.1064, -0.0385, 0.0332, -0.5339, 0.1479, 0.1229, -0.2851, 0.1060, 0.0983, 0.1725, 0.1488, 0.1434, 0.1764], "energy_ev": -113323.79683, "homo_ev": -8.5, "lumo_ev": -0.62, "smiles": "CC(C)(C)CC(C)(C)c1ccc(OCCOCCN(C(=O)OCl)P(N)O)cc1.FC(F)C(F)(F)COC(F)(F)C(F)F.FC(F)C(F)(F)COC(F)(F)C(F)F", "orbital_gap_ha": 0.2890}